(1)
Computed, not measured: 2 unconnected molecules or ions with the total composition H8OSi3, with the ωB97M-V functional and the def2-TZVPD basis.

* LUMO energy: -0.009 Eh
* spin multiplicity: 1
* relative energy (zero: lowest compared OMol25 entry of this formula, charge and spin): 339.8 kJ/mol
* gap between HOMO and LUMO: 8.2 eV

```
12
Properties=species:S:1:pos:R:3:forces:R:3
O -0.3014 2.1256 -0.4427 -0.233 0.412 -0.306
Si -2.1361 -0.3682 -0.1173 -0.341 -0.701 -0.246
Si 2.0564 -0.2021 -0.2866 0.281 -0.481 -0.462
Si -0.0638 0.6145 0.1196 0.074 0.591 2.996
H 0.3074 2.8524 -0.3205 0.216 0.039 0.079
H -2.7508 -0.7054 1.1633 0.040 0.008 0.326
H -1.9670 -1.6222 -0.8691 0.091 -0.217 -0.071
H -3.1129 0.4128 -0.8851 0.111 0.387 -0.106
H 2.2332 -0.4449 -1.7329 -0.126 0.019 -0.167
H 2.2249 -1.4970 0.3684 -0.066 -0.237 0.251
H 3.1738 0.6689 0.0828 -0.051 0.365 0.268
H 0.0140 0.7588 2.6134 0.004 -0.185 -2.561
```
Positions in Å, forces in eV/Å.

---

(2)
Computed, not measured: 2 unconnected molecules or ions with the total composition C3H3IN2S, with the ωB97M-V functional and the def2-TZVPD basis.

* LUMO energy: -0.027 Eh
* spin multiplicity: 1
* relative energy (zero: lowest compared OMol25 entry of this formula, charge and spin): 218.9 kJ/mol
* gap between HOMO and LUMO: 7.8 eV
* SMILES: [S-][N+]#CI.CC#N

```
10
Properties=species:S:1:pos:R:3:forces:R:3
S 1.1386 -0.7949 2.1515 1.866 1.075 0.531
N -0.1172 -1.3813 1.4529 -3.261 -2.212 0.145
C -1.1225 -1.9842 1.2704 1.443 1.112 -0.719
I -2.4711 -2.7780 0.0409 -0.084 -0.060 0.126
C 0.6220 1.6219 -0.6271 1.333 -1.478 -0.172
C 0.0332 0.4184 -1.2559 -0.021 0.900 1.003
N -0.3847 -0.5740 -1.6380 -0.252 -0.536 -0.514
H 1.3872 1.9328 -1.4549 -1.198 0.199 2.147
H -0.1473 2.3337 -0.3079 0.310 0.087 -0.682
H 1.0617 1.2055 0.3681 -0.136 0.912 -1.864
```
Positions in Å, forces in eV/Å.

---

Looking at max |F| for the records above, in order, we have 3.05 3.94 eV/A.